ORCA calculation (ωB97M-V/def2-TZVPD) on a molecular structure, C19H32AsN3OScSi2.

The lowest unoccupied orbital energy is -2.6 eV. The total charge is +1. The HOMO-LUMO gap comes out at 7.4 eV. Its total energy is -4558.111162 Eh. The HOMO energy is -9.917 eV. For the energy above the lowest of the compared OMol25 structures with the same formula, charge and spin, the calculation gives 16.5 kcal/mol. The maximum force comes out at 0.04855 hartree/bohr.

Positions of all 59 atoms, in Å:
Sc -0.15 0.22 -0.79
N -0.71 -1.31 -2.28
C 0.60 -1.95 -2.15
C 0.69 -3.27 -1.72
C 2.00 -3.78 -1.54
C 3.16 -3.10 -1.93
C 3.04 -1.87 -2.52
C 1.72 -1.31 -2.64
C 1.62 0.06 -3.16
C 2.38 0.36 -4.33
C 2.56 1.64 -4.75
C 1.89 2.64 -4.04
C 1.14 2.40 -2.92
C 0.93 1.05 -2.50
H -1.43 -2.08 -2.30
H -0.79 -0.78 -3.19
H -0.16 -3.84 -1.42
H 2.08 -4.74 -1.12
H 4.09 -3.66 -1.85
H 3.88 -1.23 -2.82
H 2.77 -0.49 -4.91
H 3.14 1.79 -5.66
H 1.99 3.69 -4.38
H 0.67 3.24 -2.41
C -0.84 1.72 3.57
Si 0.69 1.20 2.58
C 1.11 2.50 1.19
C 2.19 0.97 3.68
As 0.67 -0.90 1.46
Si -1.41 -1.97 2.12
C -2.80 -0.99 1.38
C -1.62 -1.89 3.96
C -1.36 -3.72 1.39
H -0.67 2.76 3.76
H -0.68 1.28 4.55
H -1.83 1.59 3.20
H 0.94 3.57 1.57
H 0.72 2.54 0.17
H 2.18 2.52 1.06
H 2.54 1.91 4.09
H 3.05 0.52 3.13
H 1.92 0.21 4.48
H -2.65 0.09 1.50
H -3.68 -1.31 1.89
H -2.85 -1.23 0.33
H -2.12 -2.78 4.28
H -2.17 -0.97 4.24
H -0.68 -1.81 4.48
H -2.03 -3.80 0.57
H -1.66 -4.51 2.09
H -0.38 -4.01 0.98
N -2.38 3.47 0.77
C -2.63 2.50 -0.13
N -3.86 2.42 -0.65
O -1.81 1.60 -0.39
H -2.97 4.27 0.83
H -1.58 3.56 1.29
H -4.54 3.19 -0.61
H -3.94 1.84 -1.45

Atom charges from the natural (NBO) analysis, given in e for atoms 1 to 2: 1.79 -0.92

***

ORCA calculation (ωB97M-V/def2-TZVPD) on a molecular structure, C19H32BaCl2N3O4.

The lowest unoccupied orbital energy is 2.3 eV. The total charge is -1. The HOMO-LUMO gap comes out at 2.9 eV. Its total energy is -2153.976056 Eh. The HOMO energy is -0.607 eV. For the energy above the lowest of the compared OMol25 structures with the same formula, charge and spin, the calculation gives 260.2 kcal/mol. The maximum force comes out at 0.20223 hartree/bohr.

Positions of all 61 atoms, in Å:
O 3.44 1.06 -4.18
C 3.26 1.31 -5.35
C 3.32 2.65 -5.95
C 3.59 3.78 -5.16
H 3.76 3.64 -4.10
C 3.64 5.03 -5.74
H 3.85 5.90 -5.13
C 3.42 5.17 -7.11
H 3.46 6.16 -7.56
C 3.15 4.06 -7.89
H 2.98 4.18 -8.96
C 3.10 2.81 -7.31
H 2.89 1.93 -7.92
H 3.04 0.50 -6.07
C -2.10 0.72 -2.04
C -1.87 -0.05 -0.79
H -3.15 0.78 -2.33
H -1.54 0.27 -2.86
H -1.72 1.74 -1.95
C -2.80 -0.79 -0.16
C -4.23 -1.01 -0.56
H -2.50 -1.34 0.73
H -4.53 -0.41 -1.41
H -4.91 -0.79 0.27
H -4.40 -2.06 -0.82
Ba 0.00 0.00 0.00
Cl 0.01 2.31 0.37
Cl 1.08 0.05 -2.04
C -1.70 0.44 2.32
O -0.74 -0.25 1.93
N -2.35 0.22 3.46
C -1.98 -0.88 4.34
C -3.46 1.05 3.86
H -2.06 1.28 1.73
H -1.15 -1.42 3.89
H -2.83 -1.55 4.48
H -1.68 -0.50 5.32
H -3.63 1.82 3.12
H -3.25 1.53 4.82
H -4.37 0.46 3.97
H 0.47 -5.47 0.80
H 2.89 -5.25 -0.21
C 0.15 -4.84 -0.03
C 2.43 -4.62 -0.97
N 1.24 -3.98 -0.46
H -0.68 -4.22 0.28
C 1.14 -2.65 -0.40
O 0.13 -2.06 0.03
H 3.15 -3.86 -1.27
H 2.00 -2.10 -0.78
H -0.16 -5.48 -0.86
H 2.19 -5.23 -1.84
C 1.95 1.09 3.20
C 2.88 0.40 2.24
N 4.17 0.22 2.59
O 2.49 0.00 1.15
H 2.34 2.10 3.43
H 1.88 0.50 4.14
H 0.95 1.21 2.78
H 4.83 -0.25 1.96
H 4.52 0.55 3.51

Atom charges from the Mulliken analysis, given in e for atoms 1 to 2: -0.43 -0.15

***

- Among the records above, which one has the highest lowest unoccupied orbital energy?
  C19H32BaCl2N3O4

***

- Which of these has the lowest maximum force?
  C19H32AsN3OScSi2